[1]
{"formula": "C6H13NO", "method": "ωB97M-V with the def2-TZVPD basis set", "species": ["C", "C", "C", "C", "C", "C", "N", "H", "H", "H", "H", "H", "H", "H", "H", "H", "H", "H", "O", "H", "H"], "xyz": [[-0.2512, -0.2894, 2.1545], [-0.9651, 0.5177, 1.3705], [-1.4962, 0.1071, 0.0572], [-2.1546, -1.0438, -0.0799], [-1.1749, 0.9795, -1.1255], [0.3137, 0.9809, -1.4751], [0.7500, -0.3754, -1.7580], [-0.1101, -0.0689, 3.2075], [0.3237, -1.1092, 1.7608], [-1.1530, 1.5140, 1.7102], [-2.5844, -1.1969, -1.0650], [-2.3941, -1.7318, 0.7122], [-1.7485, 0.6619, -1.9970], [-1.4355, 2.0132, -0.8741], [0.5020, 1.6071, -2.3479], [0.8694, 1.4875, -0.6691], [1.7182, -0.4324, -2.0499], [0.6501, -1.0016, -0.9684], [3.4894, -1.2597, 1.1490], [3.1926, -0.7163, 0.4139], [3.6585, -0.6435, 1.8739]], "atomic_forces_ev_per_a": [[0.3, 0.5, 0.2], [0.3, -0.8, 0.0], [0.8, -0.1, 0.1], [-0.3, 0.7, -0.7], [-0.1, 0.5, 0.0], [0.2, 0.0, 0.4], [0.4, -0.3, -0.2], [0.4, 0.3, -0.1], [-0.5, -0.7, 0.0], [-0.7, 0.5, 0.3], [0.1, -0.5, 0.1], [0.0, 0.1, 0.2], [0.0, 0.0, 0.0], [-0.2, 0.0, -0.1], [-0.2, -0.1, -0.2], [0.0, -0.2, 0.1], [-0.1, 0.2, -0.1], [-0.2, 0.1, 0.1], [0.0, 0.0, 0.2], [0.0, 0.1, 0.0], [-0.1, -0.1, -0.2]], "lumo_ha": 0.0264, "multiplicity": 1, "smiles": "C=CC(=C)CCN.O", "total_energy_ev": -9968.896, "e_homo_ev": -9.13, "homo_lumo_gap_ha": 0.362}

[2]
{"formula": "C25H32N4O3", "method": "ωB97M-V with the def2-TZVPD basis set", "species": ["C", "C", "C", "C", "C", "C", "C", "N", "C", "C", "O", "N", "C", "C", "C", "C", "C", "C", "O", "C", "C", "C", "O", "N", "C", "C", "C", "C", "C", "C", "N", "C", "H", "H", "H", "H", "H", "H", "H", "H", "H", "H", "H", "H", "H", "H", "H", "H", "H", "H", "H", "H", "H", "H", "H", "H", "H", "H", "H", "H", "H", "H", "H", "H"], "xyz": [[-6.7809, -1.5358, 0.6559], [-5.4799, -1.0149, 0.1269], [-5.3115, -0.8140, -1.2388], [-4.1274, -0.3190, -1.7621], [-3.9580, -0.0892, -3.2315], [-3.0823, -0.0257, -0.8931], [-3.2369, -0.2242, 0.4677], [-2.1764, 0.1169, 1.3575], [-2.1700, 1.4889, 1.8410], [-1.4807, 2.3981, 0.8120], [-2.0952, 3.1763, 0.1125], [-0.1561, 2.1931, 0.7506], [0.7053, 2.8480, -0.2080], [1.7792, 3.7065, 0.4884], [3.0628, 2.8876, 0.3861], [2.9447, 2.2461, -0.9924], [1.4802, 1.8132, -1.0519], [-1.1348, -0.6937, 1.6118], [-0.1774, -0.3221, 2.2818], [-1.2580, -2.0937, 1.0408], [-0.0809, -2.9926, 1.4294], [1.1478, -2.7077, 0.5739], [1.3766, -3.3252, -0.4443], [1.9292, -1.7134, 1.0725], [3.1813, -1.2932, 0.6445], [3.8160, -1.7920, -0.4928], [5.0832, -1.3271, -0.8052], [5.8174, -1.8307, -2.0069], [5.6616, -0.3795, 0.0391], [4.9442, 0.0564, 1.1362], [3.7321, -0.3784, 1.4373], [-4.4306, -0.7122, 0.9808], [-7.0681, -2.4462, 0.1326], [-7.5694, -0.8004, 0.4999], [-6.7139, -1.7488, 1.7194], [-6.1303, -1.0447, -1.9054], [-3.1258, -0.6787, -3.6141], [-3.7364, 0.9600, -3.4205], [-4.8578, -0.3606, -3.7769], [-2.1535, 0.3714, -1.2752], [-1.6319, 1.5168, 2.7917], [-3.2013, 1.8181, 1.9759], [0.2694, 1.5224, 1.3790], [0.0443, 3.4650, -0.8221], [1.4993, 3.9286, 1.5170], [1.8950, 4.6506, -0.0445], [3.0786, 2.1107, 1.1507], [3.9579, 3.4987, 0.4904], [3.1501, 2.9879, -1.7660], [3.6265, 1.4080, -1.1267], [1.3720, 0.8268, -0.5962], [1.1061, 1.7558, -2.0728], [-2.1923, -2.5279, 1.4049], [-1.3335, -2.0287, -0.0472], [-0.3589, -4.0324, 1.2540], [0.1534, -2.8535, 2.4853], [1.5698, -1.1953, 1.8730], [3.3227, -2.5280, -1.1046], [6.1958, -0.9988, -2.5987], [5.1701, -2.4443, -2.6276], [6.6713, -2.4317, -1.6949], [6.6482, 0.0082, -0.1625], [5.3522, 0.7940, 1.8150], [-4.5338, -0.8499, 2.0474]], "atomic_forces_ev_per_a": [[0.0, 0.0, 0.0], [0.1, 0.0, 0.1], [0.1, 0.0, 0.0], [0.0, 0.0, 0.0], [0.0, 0.0, 0.0], [-0.1, 0.0, 0.2], [-0.2, -0.2, -0.3], [-0.2, 0.3, 0.1], [0.1, 0.3, 0.1], [-0.2, -0.3, 0.5], [-0.3, 0.3, -0.2], [0.4, -0.1, 0.0], [-0.2, 0.2, -0.1], [0.1, 0.0, 0.0], [0.0, 0.2, -0.1], [0.0, -0.1, 0.1], [0.1, 0.1, -0.1], [-0.2, -0.4, -0.1], [0.2, 0.0, 0.3], [0.3, -0.2, 0.2], [-0.1, 0.1, -0.1], [-0.3, -0.1, 0.4], [0.0, -0.2, -0.3], [0.1, 0.3, 0.3], [0.4, 0.0, -0.2], [0.0, 0.0, -0.1], [-0.1, 0.2, 0.3], [0.0, 0.0, 0.0], [-0.1, -0.1, 0.0], [0.2, 0.0, -0.2], [-0.4, -0.1, 0.2], [0.0, 0.0, -0.1], [-0.1, -0.1, 0.0], [-0.1, 0.0, 0.0], [0.0, 0.0, 0.1], [-0.1, 0.0, -0.1], [0.0, 0.0, -0.1], [0.0, 0.1, -0.1], [0.0, 0.0, -0.1], [0.2, 0.1, 0.0], [-0.1, 0.0, -0.1], [0.2, 0.0, 0.0], [-0.2, 0.0, 0.0], [0.1, -0.1, 0.1], [-0.1, 0.1, 0.0], [0.0, 0.1, 0.0], [0.0, 0.0, 0.1], [0.1, 0.0, 0.1], [0.1, 0.0, -0.1], [0.1, 0.0, -0.1], [0.0, -0.1, 0.0], [-0.1, -0.1, 0.0], [0.0, 0.0, -0.1], [-0.1, 0.0, 0.0], [0.1, 0.1, 0.0], [0.0, -0.1, 0.0], [0.0, -0.2, -0.2], [0.0, 0.0, 0.0], [0.0, 0.0, -0.1], [0.0, 0.0, -0.1], [0.1, 0.0, 0.0], [0.1, 0.1, 0.0], [0.1, 0.1, 0.0], [0.0, 0.0, 0.1]], "lumo_ha": 0.0228, "multiplicity": 1, "smiles": "Cc1cc(C)cc(N(CC(=O)NC2CCCC2)C(=O)CCC(=O)Nc2cc(C)ccn2)c1", "total_energy_ev": -38550.289, "e_homo_ev": -8.69, "homo_lumo_gap_ha": 0.342}